No. 1
The following is a DFT calculation (ωB97M-V/def2-TZVPD) of a cluster of 2 separate species, CH2N4O in total at a distorted geometry.

The geometry in ORCA input format:
```
! RIJCOSX wB97M-V def2-TZVPD def2/J DEFGRID3
* xyz 0 1
C -0.12 0.50 0.06
H 1.16 1.72 1.15
H 0.90 -1.32 1.10
N -1.11 0.38 -0.80
N -1.32 -0.75 -1.15
N -0.31 -1.56 -0.80
N 0.56 -0.66 -0.19
O 0.24 1.69 0.63
*
```

The total energy comes out at -9071.819 eV. The energy above the lowest of the compared OMol25 structures with the same formula, charge and spin comes out at 432.2 kJ/mol. The HOMO-LUMO gap comes out at 8.59 eV.

Atom charges from the Löwdin analysis, given in e for atoms 1 to 6: -0.46 0.19 0.33 -0.01 -0.07 -0.03

No. 2
The following is a DFT calculation (ωB97M-V/def2-TZVPD) of a cluster of 2 separate species, C12H29NO5P2 in total at a distorted geometry.

The geometry in ORCA input format:
```
! RIJCOSX wB97M-V def2-TZVPD def2/J DEFGRID3
* xyz 0 1
C 3.51 -0.57 0.32
C 2.22 0.25 0.03
C 1.57 -0.18 -1.28
O 0.14 -0.22 -1.29
P -0.64 1.10 -0.65
C -2.34 0.86 -1.36
P -3.16 -0.28 -0.23
O -4.37 -0.86 -0.76
O -3.46 0.51 1.12
O -2.07 -1.38 0.16
C 0.01 2.62 -1.51
C -0.65 2.78 -2.91
C -0.34 3.86 -0.69
C 0.45 4.07 0.61
C -0.08 3.34 1.86
H 3.62 -1.37 -0.39
H 3.42 -1.04 1.30
H 4.38 0.06 0.36
H 1.56 0.12 0.88
H 2.54 1.28 -0.06
H 1.88 -1.20 -1.47
H 1.95 0.40 -2.11
H -2.85 1.81 -1.27
H -2.35 0.47 -2.37
H -2.68 1.05 1.35
H -1.46 -1.01 0.82
H 1.08 2.58 -1.66
H 0.05 3.28 -3.57
H -0.87 1.81 -3.34
H -1.54 3.38 -2.81
H -0.16 4.72 -1.32
H -1.41 3.88 -0.46
H 0.42 5.13 0.84
H 1.48 3.81 0.41
H -0.20 4.03 2.69
H -1.04 2.91 1.63
H 0.59 2.53 2.12
C 0.12 -5.74 0.54
N 0.20 -4.48 1.25
C -0.98 -3.95 1.90
C 1.34 -3.78 1.33
O 1.46 -2.71 1.90
H -0.61 -5.67 -0.26
H -0.18 -6.54 1.23
H 1.09 -6.00 0.12
H -1.20 -2.97 1.48
H -0.80 -3.83 2.97
H -1.83 -4.61 1.74
H 2.19 -4.26 0.81
*
```

The total energy comes out at -43222.026 eV. The energy above the lowest of the compared OMol25 structures with the same formula, charge and spin comes out at 0.0 kJ/mol. The HOMO-LUMO gap comes out at 9.18 eV.

Atom charges from the Löwdin analysis, given in e for atoms 1 to 6: -0.09 -0.24 -0.26 -0.35 0.96 -0.34

No. 3
The following is a DFT calculation (ωB97M-V/def2-TZVPD) of an isolated molecule of C5H12N2 at a distorted geometry.

The geometry in ORCA input format:
```
! RIJCOSX wB97M-V def2-TZVPD def2/J DEFGRID3
* xyz 0 1
C -1.64 0.85 -0.75
C -1.90 -0.35 0.19
C -0.65 -0.95 0.80
N 0.18 -1.70 -0.19
C 1.33 -1.22 -0.61
N 2.18 -0.21 -0.16
C 1.82 0.98 0.49
H -1.44 1.78 -0.21
H -2.55 1.02 -1.32
H -0.78 0.78 -1.44
H -2.44 -1.13 -0.32
H -2.63 0.03 0.91
H -1.09 -1.75 1.52
H -0.07 -0.28 1.41
H 1.76 -1.77 -1.49
H 2.81 0.02 -0.94
H 1.83 0.84 1.56
H 2.50 1.76 0.27
H 0.77 1.29 0.28
*
```

The total energy comes out at -8358.623 eV. The energy above the lowest of the compared OMol25 structures with the same formula, charge and spin comes out at 146.0 kJ/mol. The HOMO-LUMO gap comes out at 9.67 eV.

Atom charges from the Löwdin analysis, given in e for atoms 1 to 6: -0.13 -0.26 -0.27 0.03 -0.24 -0.06

No. 4
The following is a DFT calculation (ωB97M-V/def2-TZVPD) of a cluster of 2 separate species, C10H16O in total at a distorted geometry.

The geometry in ORCA input format:
```
! RIJCOSX wB97M-V def2-TZVPD def2/J DEFGRID3
* xyz 0 1
C -2.13 1.37 -0.29
C -1.32 0.58 -1.28
C -0.79 -0.66 -0.93
C 0.10 -1.32 -1.77
C 0.31 -0.83 -3.05
O 1.16 -1.48 -3.93
C -0.28 0.35 -3.47
C -1.05 1.06 -2.55
H -2.12 0.91 0.70
H -3.18 1.45 -0.58
H -1.76 2.40 -0.23
H -1.07 -1.09 0.03
H 0.64 -2.18 -1.40
H 1.09 -2.43 -3.79
H -0.22 0.66 -4.50
H -1.41 2.04 -2.84
C 1.04 0.97 3.47
C 0.71 0.08 2.25
C 1.40 -1.26 2.32
H 1.95 1.55 3.29
H 1.24 0.37 4.36
H 0.24 1.67 3.71
H -0.38 0.00 2.13
H 0.99 0.66 1.36
H 1.19 -1.90 1.45
H 2.49 -1.15 2.30
H 1.12 -1.80 3.22
*
```

The total energy comes out at -12676.882 eV. The energy above the lowest of the compared OMol25 structures with the same formula, charge and spin comes out at 81.4 kJ/mol. The HOMO-LUMO gap comes out at 9.42 eV.

Atom charges from the Löwdin analysis, given in e for atoms 1 to 6: -0.05 -0.29 -0.06 -0.02 -0.33 0.03

No. 5
The following is a DFT calculation (ωB97M-V/def2-TZVPD) of a cluster of 6 separate species, C12H33F2NO8PS in total at a distorted geometry.

The geometry in ORCA input format:
```
! RIJCOSX wB97M-V def2-TZVPD def2/J DEFGRID3
* xyz 1 1
O 1.37 3.73 0.10
C 0.76 3.57 -0.88
F 0.00 4.48 -1.46
N 0.88 2.35 -1.67
C -0.23 1.83 -2.40
O -0.13 0.83 -3.01
F -1.33 2.56 -2.29
P 2.27 2.38 -2.62
O 1.91 2.59 -4.12
S 3.34 0.71 -2.31
H 2.98 3.49 -2.19
H 1.81 3.52 -4.37
H 4.56 1.24 -2.15
C -2.39 -1.70 -3.21
C -2.00 -2.82 -4.16
O -2.95 -3.88 -4.16
H -2.51 -2.08 -2.19
H -1.64 -0.91 -3.20
H -3.34 -1.26 -3.50
H -1.06 -3.27 -3.85
H -1.87 -2.43 -5.17
H -3.80 -3.51 -4.45
C -5.83 -0.48 -0.50
C -4.42 -0.39 0.04
O -3.54 0.24 -0.91
H -5.85 -1.04 -1.43
H -6.49 -0.97 0.21
H -6.23 0.52 -0.70
H -4.01 -1.38 0.22
H -4.39 0.16 0.98
H -3.88 1.13 -1.07
C -6.08 -2.97 2.88
C -4.58 -3.06 3.07
O -3.97 -1.78 3.24
H -6.32 -2.35 2.01
H -6.52 -3.96 2.73
H -6.55 -2.51 3.75
H -4.11 -3.51 2.20
H -4.35 -3.69 3.94
H -4.36 -1.38 4.02
C 1.80 0.37 1.87
C 3.14 0.34 2.59
O 4.18 0.85 1.74
H 1.85 -0.23 0.96
H 1.00 -0.03 2.50
H 1.54 1.39 1.59
H 3.42 -0.68 2.85
H 3.10 0.93 3.50
H 3.96 1.76 1.53
C 8.13 1.84 1.51
C 8.08 0.74 2.55
O 7.03 0.94 3.49
H 8.25 2.81 1.99
H 8.95 1.69 0.81
H 7.20 1.87 0.94
H 9.00 0.72 3.13
H 7.97 -0.24 2.07
H 6.20 0.94 3.00
*
```

The total energy comes out at -56400.214 eV. The HOMO-LUMO gap comes out at 7.15 eV.

Atom charges from the Löwdin analysis, given in e for atoms 1 to 6: 0.23 -0.53 0.18 -0.03 -0.52 0.20

No. 6
The following is a DFT calculation (ωB97M-V/def2-TZVPD) of a cluster of 9 separate species, H18O9 in total at a distorted geometry.

The geometry in ORCA input format:
```
! RIJCOSX wB97M-V def2-TZVPD def2/J DEFGRID3
* xyz -1 2
O 0.79 2.74 0.26
H 1.21 2.02 -0.25
H 0.39 2.16 0.94
O 1.33 -0.97 -0.82
H 0.97 -1.82 -0.54
H 2.22 -1.29 -1.02
O -3.26 -0.34 -0.78
H -3.54 -1.12 -1.26
H -3.96 -0.26 -0.11
O -1.78 -2.81 -2.22
H -1.49 -3.71 -2.01
H -1.43 -2.35 -1.43
O -0.03 2.98 -2.39
H -0.48 2.94 -1.52
H -0.46 2.13 -2.60
O 2.82 2.95 1.94
H 2.08 3.13 1.30
H 3.44 2.36 1.52
O 1.69 1.16 3.37
H 1.94 2.05 3.04
H 1.08 1.37 4.09
O 1.20 -3.64 -2.35
H 0.54 -3.16 -2.86
H 2.01 -3.50 -2.86
O -2.63 -1.80 3.03
H -3.44 -1.29 3.09
H -2.47 -1.95 2.09
*
```

As for the expectation value of S²: 0.751. The total energy comes out at -18719.013 eV. The energy above the lowest of the compared OMol25 structures with the same formula, charge and spin comes out at 118.6 kJ/mol. The HOMO-LUMO gap (spin up / spin down) comes out at 2.74 / 11.02 eV.

Atom charges from the Löwdin analysis, given in e for atoms 1 to 6: -0.08 0.06 0.06 -0.15 -0.02 0.00

No. 7
The following is a DFT calculation (ωB97M-V/def2-TZVPD) of a cluster of 12 separate species, C39H52BrCl33FN3O4P4 in total at a distorted geometry.

The geometry in ORCA input format:
```
! RIJCOSX wB97M-V def2-TZVPD def2/J DEFGRID3
* xyz 0 1
C 1.73 9.07 4.79
P 1.42 7.20 4.72
C 1.18 6.38 6.42
C 0.13 6.67 3.42
C 0.40 5.19 2.68
C 1.70 4.22 3.03
C 2.82 4.19 1.79
C 3.32 2.64 1.52
C 4.65 2.41 2.50
C 4.34 1.17 3.53
C 5.20 -0.13 2.97
C 4.17 -0.93 1.93
C 4.91 -2.32 1.48
C 4.00 -3.65 1.83
C 4.90 -4.99 1.53
C 3.95 -6.36 1.42
C 3.81 -7.14 2.86
N 3.52 -8.62 2.72
C 3.18 -9.41 1.46
C 2.96 -11.03 1.70
C 3.21 -11.20 3.32
C 3.56 -9.66 3.85
C -0.63 4.59 1.51
P -0.24 2.85 0.73
N -0.63 2.80 -1.01
O -1.29 1.73 1.61
C -1.92 5.50 1.07
C -2.21 6.98 1.80
C -1.21 7.54 2.98
P -1.62 9.24 3.84
N -1.18 10.51 2.90
C -3.55 7.79 1.22
O -4.40 8.48 1.99
C -3.74 7.61 -0.43
F -4.16 8.83 -1.21
C -3.46 6.28 -1.11
P -3.61 6.08 -3.01
O -5.31 6.12 -3.42
Br -2.75 4.03 -3.63
C -2.98 5.01 -0.13
O -3.44 3.76 -0.24
H 1.14 9.51 5.72
H 1.35 9.63 3.83
H 2.87 9.24 5.03
H 2.02 5.54 6.52
H 1.36 7.14 7.29
H 0.16 5.79 6.50
H 1.31 3.12 3.25
H 2.30 4.55 3.98
H 3.74 4.90 1.99
H 2.28 4.54 0.80
H 3.68 2.56 0.39
H 2.46 1.85 1.74
H 4.83 3.38 3.17
H 5.60 2.24 1.82
H 3.21 0.85 3.59
H 4.71 1.50 4.60
H 5.52 -0.79 3.89
H 6.18 0.20 2.38
H 3.17 -1.08 2.54
H 3.96 -0.23 1.01
H 5.95 -2.36 2.02
H 5.05 -2.26 0.30
H 3.07 -3.65 1.11
H 3.70 -3.69 2.98
H 5.56 -4.94 0.56
H 5.63 -5.15 2.44
H 2.85 -5.97 1.15
H 4.39 -7.03 0.57
H 2.96 -6.62 3.47
H 4.81 -7.02 3.48
H 3.12 -8.85 0.43
H 2.70 -11.87 0.90
H 3.15 -12.21 3.93
H 3.80 -9.49 5.01
H -1.52 2.26 -1.19
H 0.11 2.20 -1.46
H -1.42 2.15 2.53
H -1.02 9.27 5.17
H -3.07 9.32 4.07
H -2.05 11.07 2.66
H -5.48 5.21 -3.82
Cl -7.76 9.87 -2.80
C -7.58 8.19 -2.25
Cl -7.59 8.11 -0.48
Cl -8.86 7.18 -2.93
H -6.62 7.82 -2.61
Cl -0.43 -13.48 -2.37
C 1.03 -13.94 -1.48
Cl 2.34 -14.34 -2.59
Cl 1.52 -12.65 -0.37
H 0.79 -14.83 -0.89
Cl 4.20 4.22 6.20
C 4.62 3.74 7.86
Cl 3.26 4.03 8.96
Cl 5.10 2.03 7.90
H 5.47 4.35 8.18
Cl 2.66 -12.47 -7.35
C 1.91 -13.99 -6.84
Cl 0.78 -13.70 -5.50
Cl 1.07 -14.76 -8.20
H 2.69 -14.66 -6.49
Cl 3.08 -17.10 -4.76
C 3.04 -18.21 -6.13
Cl 3.68 -17.43 -7.59
Cl 3.97 -19.68 -5.77
H 2.01 -18.50 -6.32
Cl -10.74 7.47 -7.18
C -11.50 7.00 -5.65
Cl -12.99 7.92 -5.39
Cl -11.83 5.26 -5.63
H -10.81 7.23 -4.83
Cl -15.28 11.36 -7.41
C -16.03 9.84 -6.89
Cl -17.16 10.13 -5.55
Cl -16.87 9.07 -8.25
H -15.25 9.16 -6.55
Cl 5.02 10.96 4.98
C 6.29 9.75 4.69
Cl 7.72 10.12 5.66
Cl 5.69 8.12 5.06
H 6.56 9.79 3.64
Cl 2.35 -13.02 -12.78
C 1.36 -14.21 -11.91
Cl -0.19 -14.46 -12.72
Cl 2.24 -15.74 -11.74
H 1.17 -13.82 -10.90
Cl -7.40 7.36 -9.59
C -7.22 5.69 -9.05
Cl -7.23 5.61 -7.28
Cl -8.50 4.67 -9.73
H -6.26 5.31 -9.40
Cl -1.16 -7.17 4.72
C -0.57 -6.88 3.07
Cl 0.62 -5.57 3.05
Cl 0.13 -8.36 2.40
H -1.42 -6.59 2.45
*
```

The total energy comes out at -577074.744 eV. The HOMO-LUMO gap comes out at 5.26 eV.

Atom charges from the Löwdin analysis, given in e for atoms 1 to 6: -0.35 0.84 -0.33 -0.28 -0.10 -0.21

No. 8
The following is a DFT calculation (ωB97M-V/def2-TZVPD) of a structure of composition C6H6MgO4 at a distorted geometry.

The geometry in ORCA input format:
```
! RIJCOSX wB97M-V def2-TZVPD def2/J DEFGRID3
* xyz 2 1
O -0.84 -2.84 1.87
C -0.61 -1.92 1.25
Mg 0.31 0.31 -0.17
C -1.06 1.74 0.84
C -0.71 -0.28 -2.06
O -1.63 2.62 1.32
O -1.10 -0.47 -3.13
C 4.25 -0.57 -0.43
C 3.36 0.52 0.05
C 3.88 1.81 0.55
O 2.10 0.30 0.03
H 5.30 -0.22 -0.34
H 4.03 -0.81 -1.50
H 4.11 -1.49 0.18
H 3.49 2.64 -0.07
H 3.57 1.96 1.60
H 4.97 1.78 0.49
*
```

The total energy comes out at -19937.634 eV. The energy above the lowest of the compared OMol25 structures with the same formula, charge and spin comes out at 0.0 kJ/mol. The HOMO-LUMO gap comes out at 10.63 eV.

Atom charges from the Löwdin analysis, given in e for atoms 1 to 6: 0.16 0.08 0.72 0.12 0.12 0.22

No. 9
The following is a DFT calculation (ωB97M-V/def2-TZVPD) of the ion C9H14N3 with charge +1 at a distorted geometry.

The geometry in ORCA input format:
```
! RIJCOSX wB97M-V def2-TZVPD def2/J DEFGRID3
* xyz 1 1
C -0.03 0.70 2.85
C -0.91 0.06 0.71
C 1.33 0.14 0.18
C -0.76 1.10 1.73
C -1.35 2.36 1.94
C -2.28 -1.43 -0.63
C 2.98 -0.74 -1.52
C -2.14 -0.69 0.62
C 2.67 -0.66 -0.03
N 0.46 0.57 3.87
N 0.13 -0.49 0.10
N 1.31 1.31 0.65
H -2.06 2.30 2.79
H -1.79 2.99 1.10
H -0.48 3.08 2.20
H -2.90 -0.76 -1.29
H -2.92 -2.34 -0.71
H -1.28 -1.57 -1.15
H 3.70 -1.58 -1.60
H 3.20 0.17 -2.00
H 2.02 -1.17 -1.96
H -2.15 -1.45 1.46
H -2.97 -0.12 0.94
H 3.40 -0.19 0.58
H 2.42 -1.54 0.41
H 2.03 1.72 1.11
*
```

The total energy comes out at -14018.886 eV. The energy above the lowest of the compared OMol25 structures with the same formula, charge and spin comes out at 491.6 kJ/mol. The HOMO-LUMO gap (spin up / spin down) comes out at 7.81 / 7.81 eV.

Atom charges from the Löwdin analysis, given in e for atoms 1 to 6: -0.18 -0.18 -0.32 -0.13 -0.01 -0.09

No. 10
The following is a DFT calculation (ωB97M-V/def2-TZVPD) of a structure of composition C5H11NOS at a distorted geometry.

The geometry in ORCA input format:
```
! RIJCOSX wB97M-V def2-TZVPD def2/J DEFGRID3
* xyz 0 1
C -0.60 0.46 -1.01
C -0.05 -2.71 -0.56
C 0.43 2.86 -1.08
C -0.08 -0.36 0.19
C 0.85 -1.51 -0.34
N 0.65 1.67 -1.73
O -2.00 1.40 -2.96
S -2.02 0.49 -1.76
H 0.58 -3.61 -1.04
H -0.98 -2.53 -1.15
H -0.51 -3.02 0.34
H -0.50 3.47 -1.34
H 0.33 2.59 -0.04
H 1.39 3.54 -1.21
H -1.02 -0.56 0.74
H 0.52 0.31 0.79
H 1.40 -1.19 -1.33
H 1.57 -1.95 0.38
H 0.24 1.60 -2.69
*
```

The total energy comes out at -19732.214 eV. The energy above the lowest of the compared OMol25 structures with the same formula, charge and spin comes out at 470.9 kJ/mol. The HOMO-LUMO gap comes out at 9.37 eV.

Atom charges from the Löwdin analysis, given in e for atoms 1 to 6: -0.43 -0.16 -0.26 -0.22 -0.26 -0.05

Copy entry 8 word for word.
The following is a DFT calculation (ωB97M-V/def2-TZVPD) of a structure of composition C6H6MgO4 at a distorted geometry.

The geometry in ORCA input format:
```
! RIJCOSX wB97M-V def2-TZVPD def2/J DEFGRID3
* xyz 2 1
O -0.84 -2.84 1.87
C -0.61 -1.92 1.25
Mg 0.31 0.31 -0.17
C -1.06 1.74 0.84
C -0.71 -0.28 -2.06
O -1.63 2.62 1.32
O -1.10 -0.47 -3.13
C 4.25 -0.57 -0.43
C 3.36 0.52 0.05
C 3.88 1.81 0.55
O 2.10 0.30 0.03
H 5.30 -0.22 -0.34
H 4.03 -0.81 -1.50
H 4.11 -1.49 0.18
H 3.49 2.64 -0.07
H 3.57 1.96 1.60
H 4.97 1.78 0.49
*
```

The total energy comes out at -19937.634 eV. The energy above the lowest of the compared OMol25 structures with the same formula, charge and spin comes out at 0.0 kJ/mol. The HOMO-LUMO gap comes out at 10.63 eV.

Atom charges from the Löwdin analysis, given in e for atoms 1 to 6: 0.16 0.08 0.72 0.12 0.12 0.22